<A>
{"formula": "C3H3N3S", "method": "the ωB97M-V functional and the def2-TZVPD basis", "species": ["C", "C", "C", "H", "H", "H", "N", "N", "N", "S"], "xyz": [[1.6192, 0.9374, 0.5468], [-1.4984, -0.4101, 0.2236], [-0.8939, -0.9125, -0.9340], [1.3938, 1.4836, 1.4728], [-2.5204, -0.4708, 0.5082], [-1.3210, -1.5407, -1.7099], [0.4770, 0.1846, 0.2037], [-0.6282, 0.2853, 0.9022], [0.3847, -0.5632, -0.9254], [2.9872, 1.0065, -0.2880]], "lowdin_charge": [-0.65, -0.14, -0.12, 0.07, 0.10, 0.11, -0.28, 0.09, 0.11, 0.70], "smiles": "S=Cn1nccn1", "charge": 0, "gap_ev": 8.451, "lumo_energy_ha": -0.0292, "homo_ev": -9.246}



<B>
{"formula": "C3H3N3S", "method": "the ωB97M-V functional and the def2-TZVPD basis", "species": ["C", "C", "C", "H", "H", "H", "N", "N", "N", "S"], "xyz": [[0.9712, 0.7612, -0.1090], [-0.3114, 0.4068, -0.1044], [-2.3749, 0.2398, 0.1144], [3.1827, 0.7833, 0.6886], [1.2679, 1.8629, 0.0620], [-3.4307, 0.3470, 0.3301], [-1.4594, 1.1499, -0.0540], [-1.8956, -1.1091, 0.0580], [-0.6162, -0.9876, -0.1141], [2.3169, -0.3008, 0.0177]], "lowdin_charge": [-0.46, -0.50, -0.18, 0.00, 0.11, 0.10, 0.11, 0.03, 0.04, 0.76], "smiles": "S/C=C1/N=CN=N1", "charge": 0, "gap_ev": 8.093, "lumo_energy_ha": -0.0496, "homo_ev": -9.443}



<C>
{"formula": "C3H3N3S", "method": "the ωB97M-V functional and the def2-TZVPD basis", "species": ["C", "C", "C", "H", "H", "H", "N", "N", "N", "S"], "xyz": [[-0.8382, -0.3884, -0.1116], [-0.1505, 0.8889, 0.0231], [1.2711, -0.7894, -0.0723], [-0.5721, 1.8328, 0.1122], [2.0073, 1.2396, -0.0182], [2.2917, -1.0228, 0.1649], [-2.1095, -0.9478, 0.0858], [1.2512, 0.6037, -0.0661], [0.1459, -1.4435, -0.0532], [-3.2969, 0.0270, -0.0648]], "lowdin_charge": [-0.44, 0.00, -0.23, 0.07, 0.13, 0.11, -0.47, 0.06, 0.11, 0.67], "smiles": "S=Nc1c[nH]cn1", "charge": 0, "gap_ev": 7.029, "lumo_energy_ha": -0.0480, "homo_ev": -8.335}



<D>
{"formula": "C3H3N3S", "method": "the ωB97M-V functional and the def2-TZVPD basis", "species": ["C", "C", "C", "H", "H", "H", "N", "N", "N", "S"], "xyz": [[1.1333, 0.6305, -0.0167], [-0.1221, 0.1574, 0.0084], [-1.8321, -1.0193, -0.0111], [3.4838, 0.5762, 0.0263], [1.2603, 1.7006, 0.0574], [-2.4988, -1.8446, -0.0565], [-0.5471, -1.1493, 0.0231], [-2.2529, 0.2964, -0.0088], [-1.1658, 1.0535, -0.0103], [2.5413, -0.4014, -0.0119]], "lowdin_charge": [-0.37, -0.53, -0.21, -0.11, 0.08, 0.10, 0.11, 0.03, 0.07, 0.83], "smiles": "S/C=C1\\N=CN=N1", "charge": 0, "gap_ev": 8.236, "lumo_energy_ha": -0.0538, "homo_ev": -9.700}



Stability ranking, top entry: <A>; the second entry is 32.0 kJ/mol less favorable.